1.
86
Properties=species:S:1:pos:R:3:forces:R:3 method="wB97M-V/def2-TZVPD" lumo_energy_ha=-0.0613 fmax_ha_per_bohr=0.1398 smiles="CCCCOc1ccc2nsnc2c1.O=C1OCCO1.O=C1OCCO1.O=C1OCCO1.O=C1OCCO1.O=C1OCCO1.O=C1OCCO1" energy_ha=-3025.43442
C -0.1414 1.7227 4.1963 0.718 -0.608 0.165
C 1.1524 0.9722 4.9106 0.302 0.310 -0.630
C 2.3447 2.0632 5.3414 -0.105 -0.572 -1.041
C 3.5079 1.9173 4.1821 -1.076 -0.015 0.016
O 4.8665 2.3315 4.6546 0.008 2.034 -4.176
C 5.4599 2.9386 3.4169 0.912 -1.132 -2.441
C 5.8834 4.5227 3.4511 0.967 -0.895 -4.141
C 6.4917 5.1999 2.0874 -1.550 -3.503 1.510
C 6.6246 4.2212 0.7618 0.081 -2.259 -2.680
N 7.1030 4.5028 -0.6479 -1.721 -2.928 3.356
S 6.9954 3.0383 -1.6471 -1.098 1.006 4.684
N 6.3393 1.8076 -0.5421 0.801 6.365 3.249
C 6.2020 2.6279 0.7247 -0.785 -1.213 1.047
C 5.5954 1.9396 2.0965 0.875 4.661 1.444
H 0.2069 2.5809 3.4450 -0.751 -1.900 2.043
H -0.7980 2.1428 5.0705 0.944 -0.706 -1.985
H -0.7004 0.9125 3.5286 0.902 1.840 1.717
H 0.8745 0.3450 5.8588 0.250 1.196 -1.913
H 1.5677 0.2178 4.0851 -0.646 1.547 1.951
H 1.8968 3.1434 5.2311 0.937 -2.080 0.452
H 2.7375 1.8920 6.4364 -0.654 0.273 -2.314
H 3.6485 0.8074 3.7859 -0.658 2.257 0.920
H 3.1705 2.6308 3.2932 0.787 -1.810 1.922
H 5.7102 5.1405 4.4572 0.496 -1.546 -2.605
H 6.8032 6.3456 2.0106 -0.787 -2.926 0.218
H 5.2354 0.8289 2.1775 0.949 2.495 -0.223
O -2.3952 -0.7849 2.3314 -0.855 1.747 -1.173
C -2.8645 0.1681 1.7320 0.766 -1.119 0.884
O -2.8383 1.4549 2.1869 -0.022 -1.456 -0.099
C -3.2704 2.2772 1.1192 0.091 1.305 -0.296
C -4.0794 1.3469 0.2749 -0.871 0.430 -0.776
O -3.4854 0.0861 0.5190 0.678 -0.379 0.928
H -3.8595 3.1195 1.4925 0.163 -0.215 0.132
H -2.3916 2.6632 0.5922 -0.056 -0.078 0.136
H -5.1296 1.3087 0.5831 0.096 -0.031 -0.005
H -4.0298 1.5998 -0.7878 0.052 -0.232 0.158
O -0.0216 2.9312 1.3531 1.565 -1.643 -1.205
C 0.7385 2.0876 0.9079 -1.278 1.419 0.617
O 0.4987 1.3475 -0.2138 -0.219 0.704 1.038
C 1.6983 0.6607 -0.5175 0.401 -0.639 -1.011
C 2.4034 0.6026 0.7987 0.880 -0.769 0.239
O 1.9398 1.7600 1.4677 -1.075 0.569 -0.353
H 1.4847 -0.3334 -0.9197 -0.087 0.280 0.000
H 2.2549 1.2353 -1.2652 -0.066 -0.085 0.069
H 2.1243 -0.2799 1.3840 -0.032 0.066 -0.016
H 3.4911 0.6272 0.6895 -0.203 0.167 0.089
O -6.2735 2.1445 5.7942 1.054 -2.486 -0.533
C -5.8052 1.0418 5.5651 -0.971 2.341 0.478
O -5.6400 0.5179 4.3154 -0.387 0.566 0.792
C -4.8707 -0.6608 4.4623 0.694 -0.632 -0.758
C -5.1240 -1.0620 5.8793 0.151 -1.028 0.449
O -5.3791 0.1705 6.5258 -0.268 0.798 -0.533
H -5.1923 -1.4250 3.7493 -0.004 0.258 0.015
H -3.8183 -0.4215 4.2771 -0.143 -0.065 0.044
H -6.0054 -1.7039 5.9809 0.052 0.060 -0.001
H -4.2639 -1.5654 6.3293 -0.166 0.204 0.052
O 1.0415 -1.0800 -3.5252 -1.726 -1.351 1.123
C 0.1379 -1.7177 -3.0109 1.234 1.280 -1.053
O 0.2832 -2.9615 -2.4674 0.314 0.867 -0.593
C -0.9207 -3.2545 -1.7835 -0.356 -0.832 0.829
C -1.9238 -2.3806 -2.4642 -1.314 -0.307 -0.027
O -1.1509 -1.2804 -2.9050 1.388 -0.035 -0.109
H -1.1669 -4.3163 -1.8697 0.204 0.171 -0.052
H -0.7963 -3.0025 -0.7252 -0.004 -0.001 -0.074
H -2.3780 -2.8653 -3.3349 0.036 0.076 0.133
H -2.7165 -2.0514 -1.7868 0.170 0.113 -0.189
O -4.7223 -3.4187 -4.6777 0.983 1.571 -1.717
C -4.2865 -2.6705 -5.5367 -0.800 -1.364 1.417
O -3.5860 -1.5270 -5.2813 -0.751 -0.935 0.184
C -3.0714 -1.0748 -6.5197 1.071 0.845 -0.350
C -3.9989 -1.6846 -7.5202 -0.117 0.358 -1.081
O -4.4370 -2.8675 -6.8792 0.031 -0.125 1.140
H -3.0714 0.0178 -6.5638 -0.054 -0.186 0.207
H -2.0433 -1.4356 -6.6282 -0.143 0.007 0.013
H -4.8680 -1.0507 -7.7254 0.041 -0.063 0.029
H -3.4981 -1.9175 -8.4640 -0.143 -0.132 0.199
O -0.1544 -2.9343 -6.8059 1.823 -1.520 0.844
C 0.7509 -3.6496 -6.4103 -1.484 1.400 -0.672
O 0.5712 -4.8700 -5.8258 -0.163 0.999 -0.379
C 1.8496 -5.4683 -5.7218 0.278 -1.084 0.248
C 2.7785 -4.2979 -5.7339 1.113 0.044 0.420
O 2.0762 -3.3328 -6.4939 -1.185 -0.112 -0.182
H 1.9297 -6.0540 -4.8019 -0.203 0.116 -0.150
H 2.0006 -6.1311 -6.5803 -0.024 0.066 0.059
H 2.9580 -3.8961 -4.7311 -0.060 -0.011 -0.094
H 3.7393 -4.5340 -6.1994 -0.193 0.198 -0.029

***

2.
67
Properties=species:S:1:pos:R:3:forces:R:3 method="wB97M-V/def2-TZVPD" total_charge=+1 lumo_energy_ha=-0.1621 fmax_ha_per_bohr=0.0381 e_above_lowest_kcal_mol=39.25 energy_ha=-1252.55378
C -3.0447 -3.1011 -0.2146 0.209 0.201 0.225
C -2.5080 -4.3722 -0.8718 -0.194 0.268 -0.289
C -1.0171 -4.6053 -0.6040 -0.458 -0.203 0.255
C -0.1924 -3.3372 -0.4910 -1.199 1.394 -0.087
N 1.1435 -3.5387 -0.3540 0.865 0.104 0.219
C 1.7206 -4.8634 -0.3938 0.127 -0.580 -0.235
C 3.2414 -4.6726 -0.3414 -0.056 -0.222 -0.020
C 3.4973 -3.1593 -0.2811 0.075 0.169 0.095
C 2.1255 -2.4739 -0.4065 0.036 -0.076 -0.295
C -0.7582 -2.0816 -0.5080 1.012 -1.678 -0.094
C -2.2168 -1.8541 -0.5971 -0.958 -0.095 -0.185
H -4.1032 -2.9629 -0.4711 0.234 0.020 0.034
H -2.9936 -3.2214 0.8752 -0.015 0.012 -0.077
H -3.0869 -5.2410 -0.5271 0.187 0.196 -0.116
H -2.6680 -4.3046 -1.9572 0.017 0.032 0.158
H -0.9217 -5.1952 0.3240 0.148 0.245 -0.214
H -0.6442 -5.2551 -1.4106 0.106 0.286 0.277
H 1.3611 -5.4883 0.4391 0.092 0.204 -0.208
H 1.4423 -5.3806 -1.3281 0.087 0.076 0.295
H 3.6551 -5.1963 0.5266 0.035 0.156 -0.230
H 3.6856 -5.1028 -1.2425 0.056 0.014 0.216
H 3.9784 -2.8818 0.6611 -0.033 -0.024 -0.162
H 4.1534 -2.8441 -1.0990 -0.062 -0.006 0.241
H 2.0651 -1.9369 -1.3691 -0.105 -0.138 0.192
H 1.9810 -1.7177 0.3821 -0.157 -0.234 0.015
H -0.1282 -1.2016 -0.4852 0.009 -0.341 0.025
H -2.5050 -1.5293 -1.6104 0.015 -0.036 0.062
H -2.4878 -1.0187 0.0622 -0.101 -0.092 -0.021
C 1.5348 3.7676 5.8736 0.276 -0.024 0.297
N 0.7456 4.0998 4.7028 -0.154 -0.440 -0.514
C 0.1182 5.4072 4.7366 -0.444 0.166 -0.001
C 0.5016 3.2165 3.6917 0.350 0.279 0.151
C -0.6452 3.3515 2.8511 -0.215 -0.120 -0.375
C -0.8177 2.5266 1.7517 0.422 0.686 0.191
C 0.2103 1.6380 1.3318 -0.256 -0.654 -0.090
C 0.2736 1.0523 0.0230 0.181 1.617 0.385
C -0.3365 1.5625 -1.1335 -0.096 -0.229 -0.069
C -0.2002 1.0051 -2.4839 -0.292 0.281 -0.221
C 0.6292 0.0408 -3.0369 0.060 -0.212 -0.665
C 0.5526 -0.2009 -4.4224 -0.053 0.163 0.565
C -0.3362 0.5156 -5.2422 -0.348 0.255 0.450
C -1.1626 1.5125 -4.6985 0.287 -0.393 -0.130
C -1.0578 1.7377 -3.3331 0.557 -0.157 0.225
N -1.6314 2.7611 -2.5717 0.406 -0.037 1.696
C -2.5105 3.7906 -3.0868 -0.290 0.529 0.005
C -1.1962 2.6863 -1.2845 -0.165 -0.427 -1.230
C 1.2648 1.3997 2.2637 -0.025 0.166 0.106
C 1.4088 2.1518 3.4114 -0.190 -0.344 -0.386
H 2.1452 2.8767 5.7115 -0.164 0.291 0.113
H 2.1920 4.6128 6.1115 -0.034 -0.261 -0.047
H 0.8929 3.5873 6.7525 0.099 0.037 -0.314
H 0.0629 5.8430 3.7307 0.083 -0.136 0.238
H -0.8999 5.3788 5.1533 0.182 -0.004 -0.020
H 0.7243 6.0621 5.3732 -0.166 -0.143 -0.220
H -1.4005 4.1096 3.0904 0.277 -0.515 -0.032
H -1.7396 2.5847 1.1720 0.247 -0.011 0.334
H 1.0198 0.2723 -0.1271 -0.138 0.156 0.074
H 1.3503 -0.4778 -2.4049 -0.281 0.040 -0.360
H 1.1973 -0.9578 -4.8683 -0.157 0.219 0.119
H -0.3913 0.2984 -6.3083 0.052 0.062 0.297
H -1.8580 2.0932 -5.3017 0.284 -0.225 -0.040
H -2.7837 3.5441 -4.1130 -0.038 0.061 0.235
H -3.4162 3.8615 -2.4711 0.211 -0.116 -0.230
H -2.0179 4.7726 -3.0824 -0.023 -0.318 -0.037
H -1.4685 3.4409 -0.5546 -0.021 -0.141 -0.377
H 2.0094 0.6369 2.0236 -0.169 0.268 0.074
H 2.2616 1.9761 4.0620 -0.232 -0.019 -0.274

***

3.
75
Properties=species:S:1:pos:R:3:forces:R:3 method="wB97M-V/def2-TZVPD" lumo_energy_ha=-0.0060 fmax_ha_per_bohr=0.0240 smiles="CCN1CCN(CCCNC(=O)CNC(=O)c2nn(-c3ccc(OC)cc3OC)c(=O)c3ccccc23)CC1" energy_ha=-1793.32813
C -3.4704 2.4122 -1.1891 0.264 -0.076 0.114
C -2.0057 2.0412 -0.9882 -0.175 0.108 -0.077
N -1.5321 1.1433 -2.0288 0.053 -0.010 0.000
C -1.9700 -0.2267 -1.8260 -0.051 -0.152 -0.271
C -1.5556 -1.0815 -3.0276 -0.163 -0.008 0.134
N -0.1261 -1.0722 -3.2842 0.089 0.026 -0.087
C 0.6767 -1.8887 -2.3895 -0.098 -0.220 -0.130
C 0.3277 -3.3736 -2.5364 0.248 0.068 0.171
C 1.5111 -4.2903 -2.2085 -0.512 -0.067 0.027
N 2.1269 -3.9850 -0.9331 0.286 0.069 -0.380
C 1.4944 -4.1673 0.2354 0.629 0.170 0.484
O 0.4056 -4.6897 0.3680 -0.452 -0.216 0.006
C 2.2919 -3.5999 1.4248 0.010 -0.161 -0.248
N 2.1776 -2.1601 1.4334 -0.156 -0.017 0.180
C 2.8745 -1.3656 0.6007 -0.176 -0.389 0.425
O 3.7581 -1.7822 -0.1390 0.207 0.134 -0.121
C 2.4220 0.0565 0.6526 -0.539 0.599 0.217
N 1.4059 0.2519 1.4313 1.076 -0.591 -0.149
N 0.7724 1.4054 1.5166 0.099 0.406 -0.253
C -0.3992 1.3714 2.3181 -0.364 0.003 0.334
C -0.7594 2.4692 3.0801 0.118 -0.292 -0.145
C -1.9130 2.4727 3.8434 -0.347 -0.022 0.226
C -2.7274 1.3486 3.8522 0.233 0.005 -0.135
O -3.8851 1.2236 4.5490 0.130 -0.228 -0.201
C -4.3247 2.3147 5.3236 -0.066 0.185 0.131
C -2.3619 0.2279 3.1042 -0.101 -0.094 0.035
C -1.2091 0.2133 2.3394 0.059 0.134 0.021
O -0.8142 -0.8578 1.5994 -0.183 0.292 0.094
C -1.5831 -2.0433 1.6497 -0.229 -0.242 -0.048
C 1.1335 2.5439 0.7889 -0.091 0.118 -0.131
O 0.4892 3.5725 0.8467 0.086 0.011 -0.036
C 2.3253 2.3673 -0.0432 0.414 -0.294 -0.181
C 2.7902 3.4563 -0.7831 -0.086 0.008 0.085
C 3.8847 3.3161 -1.6051 -0.063 0.048 0.015
C 4.5294 2.0842 -1.7038 -0.027 -0.010 0.024
C 4.0859 0.9974 -0.9848 0.103 -0.110 -0.040
C 2.9753 1.1210 -0.1423 -0.138 0.523 -0.083
C 0.3167 0.3061 -3.3781 0.075 0.209 0.173
C -0.0899 1.1571 -2.1702 0.125 -0.071 -0.228
H -4.1244 1.5593 -1.0270 -0.130 -0.056 0.016
H -3.6198 2.7768 -2.2015 -0.044 0.057 -0.102
H -3.7465 3.1933 -0.4856 -0.116 0.065 0.090
H -1.8695 1.6072 0.0181 0.081 0.052 -0.045
H -1.4054 2.9529 -1.0340 0.028 -0.061 0.060
H -3.0570 -0.2437 -1.7366 -0.011 -0.066 0.046
H -1.5384 -0.6464 -0.8993 -0.045 0.043 0.042
H -2.0391 -0.6748 -3.9210 -0.101 -0.050 0.053
H -1.8930 -2.1082 -2.8882 -0.050 -0.022 -0.039
H 0.5878 -1.5946 -1.3299 0.077 0.003 -0.002
H 1.7199 -1.7349 -2.6847 0.034 0.029 0.075
H -0.4992 -3.6332 -1.8750 -0.048 -0.054 -0.059
H 0.0231 -3.5606 -3.5667 -0.057 -0.002 -0.038
H 1.1554 -5.3245 -2.1755 0.119 0.061 -0.107
H 2.2837 -4.2025 -2.9735 -0.016 -0.038 0.024
H 2.9522 -3.3949 -0.9307 -0.077 -0.119 0.125
H 3.3465 -3.8700 1.3250 -0.094 0.001 0.088
H 1.8886 -3.9957 2.3567 0.030 0.000 -0.141
H 1.3822 -1.7310 1.8883 0.034 0.007 -0.016
H -0.1332 3.3450 3.0695 0.031 0.029 -0.021
H -2.1568 3.3513 4.4164 -0.054 0.079 0.069
H -3.6079 2.5602 6.1133 -0.019 -0.002 -0.040
H -4.5028 3.1993 4.7048 0.019 -0.028 0.020
H -5.2625 1.9954 5.7751 0.067 0.069 -0.011
H -3.0217 -0.6222 3.1424 -0.038 -0.137 -0.027
H -1.0459 -2.7789 1.0509 -0.052 0.031 0.037
H -2.5809 -1.8913 1.2284 0.002 0.016 0.030
H -1.6718 -2.4138 2.6745 -0.011 0.023 -0.010
H 2.2669 4.3957 -0.6882 -0.034 0.069 -0.007
H 4.2444 4.1589 -2.1761 0.016 0.075 -0.038
H 5.3868 1.9815 -2.3525 0.068 -0.029 -0.041
H 4.5799 0.0425 -1.0592 0.018 -0.020 -0.014
H 1.4024 0.3293 -3.4981 0.008 -0.003 -0.037
H -0.1454 0.7342 -4.2724 0.062 0.097 0.012
H 0.2457 2.1861 -2.3195 0.029 0.002 0.046
H 0.4077 0.7623 -1.2647 -0.017 0.033 0.010